Record 1
Formula: C4H17N2O2
Source: OMol25
Level of theory: wB97M-V/def2-TZVPD

Atoms and positions in Å:
C 0.3823 0.7738 0.8076
N 0.2847 1.9760 0.0012
C 0.4929 -0.4758 -0.0831
N -0.2106 -0.2432 -1.3763
C -1.6498 -1.0535 -1.2149
C -2.1661 -0.8075 -2.5987
H 1.1157 0.8829 1.6697
H -0.4721 0.5848 1.5135
H 1.1963 2.3042 -0.2367
H -0.3718 2.6721 0.2665
H 1.5472 -0.7834 -0.1713
H 0.1312 -1.3424 0.4607
H -0.3734 0.7838 -1.4065
H 0.4130 -0.6509 -2.0567
H -2.1710 -0.4389 -0.3728
H -1.2798 -2.0490 -1.0444
H -1.5382 -1.3025 -3.3256
H -3.2047 -1.1752 -2.5944
H -2.3468 0.2483 -2.8972
H 5.8027 0.1533 2.0960
H 5.4496 1.5653 1.6865
O 5.1317 0.6606 1.6319
H -1.7656 -0.0853 3.4493
H -2.5432 -1.4137 3.0044
O -1.8544 -0.7837 2.7912

## Properties
- HOMO: -13.64 eV
- LUMO: -2.570 eV
- Net charge: +1

Record 2
Formula: C47H46AsCl3F6N6O5S3SiTi
Source: OMol25
Level of theory: wB97M-V/def2-TZVPD

Atoms and positions in Å:
Ti 0.0266 0.3169 1.5613
C -2.1640 -0.7167 -1.5825
C -2.5892 -0.8652 -0.1591
C -3.8397 -1.3107 0.1832
C -4.1420 -1.5442 1.5242
C -3.1774 -1.4154 2.4979
C -1.9006 -1.0386 2.0963
N -1.6569 -0.6836 0.8104
N -0.7322 -0.9494 2.8193
Si -0.4498 -1.9429 4.3025
C 1.3637 -2.1666 4.5566
C -1.2338 -1.1389 5.7576
C -1.1679 -3.6055 3.9035
H -2.0061 -1.7089 -2.0144
H -1.2328 -0.1739 -1.6711
H -2.9254 -0.2170 -2.1774
H -4.5774 -1.4746 -0.5919
H -5.1422 -1.8586 1.8003
H -3.3813 -1.6173 3.5404
H 1.7652 -1.4700 5.2957
H 1.9506 -2.0645 3.6391
H 1.5248 -3.1797 4.9406
H -1.0552 -0.0595 5.7510
H -0.7738 -1.5448 6.6659
H -2.3131 -1.3109 5.8218
H -0.8039 -3.9430 2.9253
H -2.2600 -3.6386 3.8888
H -0.8292 -4.3292 4.6532
F 4.5036 1.7361 2.6171
C 3.5591 2.5183 3.1468
F 3.1163 3.3450 2.2283
F 4.0088 3.1640 4.1901
S 2.2724 1.3147 3.7730
O 1.6649 0.8249 2.4581
O 3.0459 0.3774 4.4952
N 1.1178 1.9761 4.5969
S 0.0251 2.6812 3.6708
O -0.8193 1.6646 2.9599
O 0.5701 3.7043 2.8422
C -1.1065 3.4150 4.9246
F -1.5602 2.4491 5.7071
F -2.0848 3.9742 4.2471
F -0.4219 4.3026 5.5994
Cl -1.5766 -1.6709 -5.6658
C -0.5938 -2.5803 -4.5686
C 0.5526 -2.0131 -4.0354
C 1.3234 -2.7474 -3.1502
C 0.9843 -4.0510 -2.8022
C 1.8557 -4.8564 -1.8625
C 1.4394 -4.7340 -0.4040
N 1.5294 -3.3686 0.1399
C 2.7142 -2.7800 0.5496
C 2.4102 -1.5148 0.8914
N 1.0445 -1.3030 0.6870
C 0.5584 -2.4554 0.2268
O 3.2016 -4.4591 -1.9031
C 3.8852 -4.8043 -3.1154
C 3.8583 -3.7043 -4.1348
C 4.2807 -2.4301 -3.9281
Cl 4.9421 -1.7783 -2.4816
S 4.0702 -1.4281 -5.2971
C 3.4028 -2.7217 -6.1963
C 3.3510 -3.8630 -5.4623
C -0.1860 -4.5808 -3.3418
Cl -0.7112 -6.1778 -2.9035
C -0.9796 -3.8622 -4.2227
H 0.8515 -1.0170 -4.3308
H 2.2323 -2.3146 -2.7381
H 1.7510 -5.9117 -2.1125
H 2.1099 -5.3426 0.1977
H 0.4199 -5.0972 -0.2866
H 3.6519 -3.3140 0.5381
H 3.0669 -0.7473 1.2542
H -0.4643 -2.6549 -0.0376
H 3.4294 -5.6970 -3.5488
H 4.9058 -5.0517 -2.8330
H 3.1004 -2.5685 -7.2249
H 2.9625 -4.8026 -5.8447
H -1.8774 -4.3023 -4.6381
C -0.5335 6.8596 0.9929
C 0.4538 6.1566 0.3089
C 0.2853 4.8098 0.0471
C -0.8733 4.1596 0.4596
C -1.8627 4.8528 1.1354
C -1.6883 6.2093 1.3995
As -1.0259 2.2704 0.0135
C -2.9772 2.0948 0.0494
C -3.6336 1.9411 1.2729
C -5.0200 1.8829 1.3261
C -5.7661 1.9550 0.1562
C -5.1169 2.0897 -1.0639
C -3.7307 2.1661 -1.1175
C -0.6682 2.4751 -1.8826
C 0.1000 1.5842 -2.6214
C 0.3472 1.8308 -3.9669
C -0.1824 2.9581 -4.5778
C -0.9585 3.8426 -3.8400
C -1.1934 3.6090 -2.4951
H -0.4016 7.9145 1.2019
H 1.3498 6.6650 -0.0262
H 1.0537 4.2674 -0.4892
H -2.7756 4.3694 1.4426
H -2.4676 6.7560 1.9166
H -3.0793 1.8713 2.1975
H -5.5170 1.7870 2.2856
H -6.8488 1.9127 0.1953
H -5.6904 2.1406 -1.9834
H -3.2483 2.2762 -2.0764
H 0.5137 0.7036 -2.1586
H 0.9582 1.1464 -4.5444
H 0.0060 3.1461 -5.6287
H -1.3733 4.7270 -4.3085
H -1.7787 4.3181 -1.9282
C 4.0261 2.4060 -1.0565
C 2.8109 1.7786 -0.5238
N 1.8488 1.2854 -0.1478
H 4.0280 2.3347 -2.1429
H 4.9073 1.9016 -0.6646
H 4.0573 3.4544 -0.7662

## Properties
- HOMO: -12.80 eV
- LUMO: -6.475 eV
- Net charge: +2

Record 3
Formula: C49H58Br6N3O5Ti
Source: OMol25
Level of theory: wB97M-V/def2-TZVPD

Atoms and positions in Å:
Ti 1.4067 0.4753 0.3170
C -0.5815 4.6203 2.4716
N -0.9889 3.2345 2.5699
C -1.0284 2.8031 3.9538
C -2.2653 2.9961 1.9211
C -2.5287 1.5383 1.5912
N -1.7823 0.9598 0.4806
C -2.1868 -0.4218 0.3116
C -1.7251 -1.3794 1.4005
C -2.5786 -2.4557 1.6472
C -2.3211 -3.4055 2.6197
C -1.1789 -3.1939 3.3877
C -0.2791 -2.1518 3.1905
C -0.5009 -1.2478 2.1004
O 0.3919 -0.2909 1.7915
C 0.9356 -2.0741 4.1378
C 1.1539 -0.6468 4.6600
C 0.7555 -2.9738 5.3621
C 2.1892 -2.5387 3.3921
C -3.1823 -4.6543 2.8469
C -4.4688 -4.6215 2.0205
C -3.5726 -4.7813 4.3274
C -2.3793 -5.9003 2.4367
C -1.9757 1.7636 -0.7076
C -1.4211 1.2599 -2.0343
C -2.0983 1.7444 -3.1371
C -1.7376 1.4296 -4.4400
C -0.6986 0.5338 -4.5841
C 0.0312 -0.0082 -3.5195
C -0.2897 0.4205 -2.2180
O 0.4172 0.0202 -1.1193
C 1.0993 -1.0421 -3.9546
C 2.0005 -1.6085 -2.8571
C 0.3621 -2.2346 -4.5899
C 2.0124 -0.3968 -5.0132
C -2.4898 2.0403 -5.6260
C -1.9121 1.5779 -6.9614
C -2.3863 3.5725 -5.5641
C -3.9704 1.6282 -5.5767
H -1.2775 5.2977 3.0084
H -0.5283 4.9237 1.4251
H 0.4128 4.7463 2.9095
H -1.7583 3.3909 4.5410
H -0.0449 2.9151 4.4127
H -1.3014 1.7525 4.0176
H -2.3385 3.6124 1.0230
H -3.0875 3.3149 2.5862
H -3.6098 1.4517 1.3716
H -2.3459 0.9371 2.4829
H -1.8336 -0.7873 -0.6423
H -3.2832 -0.4653 0.2633
H -3.4885 -2.5057 1.0519
H -0.9625 -3.9037 4.1826
H 0.2550 -0.2861 5.1783
H 1.3926 0.0332 3.8473
H 1.9893 -0.6375 5.3716
H -0.1670 -2.7411 5.9125
H 1.6064 -2.8136 6.0347
H 0.7448 -4.0388 5.0942
H 2.2992 -1.9656 2.4889
H 2.1084 -3.5974 3.1139
H 3.0912 -2.4015 4.0047
H -5.0789 -3.7437 2.2689
H -5.0613 -5.5214 2.2292
H -4.2565 -4.5989 0.9454
H -4.1394 -3.8998 4.6496
H -2.6926 -4.8703 4.9737
H -4.1967 -5.6730 4.4822
H -2.0956 -5.8376 1.3796
H -2.9699 -6.8181 2.5896
H -1.4557 -5.9791 3.0236
H -1.5325 2.7261 -0.5064
H -3.0553 1.9325 -0.8719
H -2.9366 2.4142 -2.9501
H -0.4128 0.2271 -5.5855
H 1.4408 -2.1156 -2.0766
H 2.6072 -0.8441 -2.3825
H 2.6778 -2.3379 -3.3165
H -0.2716 -2.7316 -3.8442
H 1.0945 -2.9649 -4.9597
H -0.2741 -1.9289 -5.4295
H 2.4179 0.5529 -4.6467
H 1.4840 -0.1993 -5.9559
H 2.8576 -1.0633 -5.2309
H -0.8537 1.8505 -7.0524
H -2.4597 2.0585 -7.7813
H -2.0012 0.4915 -7.0844
H -1.3386 3.8918 -5.6202
H -2.7972 3.9653 -4.6268
H -2.9388 4.0285 -6.4008
H -4.0650 0.5364 -5.6097
H -4.5179 2.0537 -6.4313
H -4.4488 1.9790 -4.6556
Br 1.0449 5.7300 -4.2786
C 1.7078 4.3004 -3.2146
C 2.8066 3.5725 -3.6440
Br 3.6917 3.9924 -5.2671
C 3.2662 2.4954 -2.8592
Br 4.8219 1.5056 -3.2917
C 2.6081 2.1002 -1.6969
O 2.9362 1.0673 -0.9807
C 1.4958 2.8731 -1.2096
O 0.9882 2.4451 -0.0544
C 1.0820 3.9566 -1.9787
Br -0.3358 5.0278 -1.2890
Br 4.3309 -3.5424 -0.1362
C 4.6234 -1.9670 0.8864
C 5.7917 -1.8323 1.6308
C 5.9709 -0.7064 2.4046
Br 7.5923 -0.5726 3.4124
C 5.0192 0.3298 2.4778
C 5.1143 1.5308 3.2519
C 4.0706 2.4731 3.1616
C 2.9660 2.2339 2.3886
N 2.8109 1.0692 1.6878
C 3.8516 0.1454 1.7036
C 3.6319 -0.9988 0.9137
O 2.4540 -1.1077 0.2921
H 6.5465 -2.6043 1.6020
H 5.9837 1.7173 3.8670
H 4.1357 3.4108 3.7045
H 2.1638 2.9516 2.2781

## Properties
- HOMO (spin up / spin down): -0.28 / -2.49 eV
- LUMO (spin up / spin down): 3.778 / 3.778 eV
- Multiplicity: 2
- Net charge: -2
- <S²>: 0.770